The following is a quantum chemistry calculation of 8 unconnected molecules or ions with the total composition C34H60ClF9N2O22PS at a distorted geometry, from OMol25.

## Properties
Kohn-Sham gap: 7.42 eV
E: -5194.5748 a.u.
LUMO: -4.7 eV

```
! RIJCOSX wB97M-V def2-TZVPD def2/J DEFGRID3
* xyz 1 1
C 0.256 4.423 3.022
C 1.709 4.341 2.447
C 2.552 3.106 3.028
C 3.028 2.169 1.909
C 2.648 0.740 1.861
C 1.757 0.047 2.914
C 0.334 0.679 3.104
C -0.430 0.912 1.729
C -1.891 1.327 2.101
C -2.767 1.664 0.828
F -2.721 0.520 0.058
F -2.144 2.728 0.224
C -4.206 1.986 1.357
F -4.172 2.757 2.482
F -4.780 0.816 1.759
S -5.364 2.846 0.142
F -6.244 3.403 1.418
F -4.537 4.234 0.198
F -4.564 2.293 -1.145
F -6.356 1.545 0.154
F -6.405 3.559 -0.865
C 3.192 -0.043 0.757
N 3.989 0.583 -0.130
N 4.358 1.827 -0.179
C 3.921 2.611 0.810
P 4.473 4.433 0.816
O 6.140 4.475 0.844
Cl 3.889 5.227 -1.041
H -0.292 5.192 2.417
H 0.196 4.755 4.081
H -0.255 3.454 2.827
H 2.247 5.297 2.673
H 1.674 4.279 1.326
H 3.477 3.561 3.475
H 2.030 2.597 3.864
H 1.673 -1.046 2.683
H 2.284 0.114 3.905
H -0.283 -0.089 3.645
H 0.306 1.589 3.742
H -0.392 -0.053 1.170
H 0.123 1.700 1.158
H -2.374 0.462 2.619
H -1.817 2.212 2.778
H 2.978 -1.132 0.671
H 4.354 -0.017 -0.880
H 6.453 4.881 1.669
C 2.841 -6.394 -0.336
O 2.222 -5.122 -0.116
C 0.900 -5.183 0.079
O 0.233 -6.182 0.082
O 0.448 -3.933 0.268
C -0.963 -3.847 0.488
H 3.906 -6.220 -0.480
H 2.709 -7.042 0.532
H 2.441 -6.866 -1.233
H -1.246 -4.393 1.389
H -1.511 -4.222 -0.376
H -1.210 -2.796 0.627
C -0.440 -8.510 -6.351
O -1.368 -8.261 -5.294
C -0.889 -7.498 -4.309
O 0.220 -7.027 -4.253
O -1.851 -7.346 -3.396
C -1.470 -6.543 -2.279
H -0.940 -9.136 -7.086
H -0.145 -7.576 -6.832
H 0.435 -9.043 -5.977
H -1.216 -5.531 -2.603
H -0.638 -6.996 -1.747
H -2.323 -6.488 -1.605
C -1.600 3.571 -4.537
O -0.255 3.099 -4.656
C 0.420 3.027 -3.510
O 0.009 3.314 -2.409
O 1.649 2.572 -3.782
C 2.478 2.451 -2.633
H -2.033 3.580 -5.534
H -2.189 2.902 -3.908
H -1.619 4.586 -4.143
H 2.048 1.739 -1.923
H 2.626 3.424 -2.161
H 3.447 2.074 -2.958
C -1.423 6.144 -1.791
O -1.676 7.110 -2.811
C -1.945 8.338 -2.349
O -1.985 8.664 -1.191
O -2.160 9.137 -3.398
C -2.462 10.490 -3.053
H -1.218 5.193 -2.278
H -0.549 6.425 -1.201
H -2.297 6.023 -1.150
H -1.630 10.944 -2.515
H -3.376 10.542 -2.462
H -2.616 11.038 -3.981
C 0.072 -4.981 7.372
O 0.803 -5.514 6.266
C 0.889 -4.696 5.218
O 0.416 -3.588 5.139
O 1.593 -5.315 4.262
C 1.758 -4.544 3.078
H 0.072 -5.733 8.157
H 0.554 -4.080 7.753
H -0.960 -4.774 7.088
H 2.306 -3.624 3.293
H 0.793 -4.319 2.627
H 2.340 -5.133 2.374
C -5.074 4.362 4.731
O -4.840 4.603 6.118
C -3.988 3.745 6.684
O -3.430 2.829 6.130
O -3.859 4.078 7.971
C -2.971 3.240 8.710
H -5.776 5.115 4.378
H -4.149 4.457 4.164
H -5.518 3.377 4.581
H -1.961 3.293 8.300
H -3.329 2.210 8.717
H -2.949 3.607 9.734
C 3.123 -6.638 -5.864
O 3.861 -7.155 -6.972
C 3.948 -6.318 -8.011
O 3.472 -5.213 -8.071
O 4.657 -6.921 -8.970
C 4.833 -6.137 -10.151
H 3.117 -7.399 -5.086
H 3.601 -5.741 -5.469
H 2.093 -6.431 -6.150
H 5.379 -5.220 -9.926
H 3.870 -5.908 -10.608
H 5.419 -6.727 -10.852
*
```

The following is a quantum chemistry calculation of C4H6N4 in the gas phase at a distorted geometry, from OMol25.

## Properties
ΔE to the lowest compared entry with this formula, charge and spin: 3.844 eV
Kohn-Sham gap: 8.95 eV
E: -374.9201 a.u.
LUMO: 0.6 eV

```
! RIJCOSX wB97M-V def2-TZVPD def2/J DEFGRID3
* xyz 0 1
C -2.063 -1.009 0.149
C -1.263 0.880 -0.658
C -0.778 -0.956 0.606
C 1.067 0.738 0.339
N -2.315 0.123 -0.664
N -0.283 0.245 0.133
N 2.346 -1.242 -0.524
N 2.281 -0.045 -0.423
H -2.836 -1.658 0.499
H -1.235 1.698 -1.346
H 1.055 1.808 0.248
H 1.355 0.588 1.335
H -0.209 -1.773 1.115
H 2.878 0.604 -0.808
*
```

HOMO level
In order: -12.10; -8.32
Unit: eV